# 1
{"formula": "C22H44NO5PtSi4", "method": "the ωB97M-V functional and the def2-TZVPD basis", "de_lowest_ev": 1.329, "mol_weight_g_mol": 710.0, "charge": -1, "homo_ev": -4.3, "orbital_gap_ev": 6.3617, "energy_ha": -2573.11725, "symbols": ["Pt", "O", "C", "O", "C", "C", "C", "C", "C", "O", "C", "C", "O", "O", "H", "H", "H", "H", "H", "H", "H", "H", "C", "C", "C", "C", "C", "N", "H", "H", "H", "H", "H", "H", "H", "H", "H", "C", "Si", "C", "C", "Si", "Si", "C", "C", "C", "Si", "C", "C", "C", "H", "H", "H", "H", "H", "H", "H", "H", "H", "H", "H", "H", "H", "H", "H", "H", "H", "H", "H", "H", "H", "H", "H", "H", "H", "H", "H"], "coordinates": [[0.13, 0.76, -0.72], [1.48, -1.83, 2.81], [1.41, -1.01, 1.89], [0.39, -0.41, 1.44], [2.74, -0.62, 1.22], [2.96, 0.90, 1.15], [4.46, 1.19, 1.00], [4.69, 0.77, -0.48], [3.28, 0.35, -0.90], [2.46, 1.28, -0.15], [2.92, -1.01, -0.29], [1.75, -1.67, -1.02], [1.79, -2.86, -1.24], [0.81, -0.90, -1.53], [3.52, -1.08, 1.83], [2.45, 1.47, 1.92], [5.06, 0.61, 1.70], [4.67, 2.25, 1.15], [5.41, -0.05, -0.59], [5.04, 1.61, -1.08], [3.05, 0.45, -1.96], [3.74, -1.72, -0.38], [-0.56, 5.98, 0.59], [0.29, 5.20, -0.43], [-0.13, 5.56, -1.86], [1.78, 5.50, -0.23], [0.08, 3.76, -0.20], [-0.09, 2.65, -0.01], [-0.42, 7.05, 0.43], [-0.26, 5.74, 1.61], [-1.62, 5.74, 0.47], [-0.05, 6.64, -1.98], [-1.16, 5.26, -2.05], [0.52, 5.07, -2.58], [1.95, 6.57, -0.37], [2.38, 4.95, -0.95], [2.11, 5.23, 0.78], [0.26, 2.28, -4.15], [-0.76, 0.69, -4.21], [-2.06, 1.03, -5.55], [0.36, -0.65, -4.91], [-1.65, 0.22, -2.08], [-2.36, -2.00, -2.19], [-2.95, -2.66, -0.54], [-3.86, -2.00, -3.35], [-1.15, -3.24, -2.90], [-3.59, 1.46, -1.63], [-4.77, 1.68, -3.09], [-3.32, 3.23, -1.03], [-4.61, 0.64, -0.28], [0.99, 2.33, -4.96], [0.79, 2.34, -3.19], [-0.40, 3.16, -4.22], [-1.57, 1.27, -6.51], [-2.70, 1.87, -5.28], [-2.70, 0.17, -5.72], [1.12, -0.21, -5.56], [-0.21, -1.38, -5.49], [0.87, -1.19, -4.11], [-3.81, -2.09, -0.16], [-2.15, -2.59, 0.21], [-3.25, -3.71, -0.63], [-4.70, -1.46, -2.90], [-4.18, -3.02, -3.55], [-3.63, -1.52, -4.30], [-0.17, -3.14, -2.44], [-1.03, -3.11, -3.98], [-1.52, -4.25, -2.71], [-4.28, 2.19, -3.92], [-5.63, 2.28, -2.79], [-5.13, 0.73, -3.47], [-3.04, 3.87, -1.87], [-2.54, 3.29, -0.28], [-4.25, 3.62, -0.59], [-5.11, -0.26, -0.66], [-5.38, 1.32, 0.10], [-3.99, 0.33, 0.56]]}

=====

# 2
{"formula": "C22H44O27PtRb3S3", "method": "the ωB97M-V functional and the def2-TZVPD basis", "s2": 3.756, "mol_weight_g_mol": 1288.3, "spin_multiplicity": 4, "charge": 2, "homo_ev": [-13.8, -13.8], "orbital_gap_ev": [7.1559, 6.4208], "energy_ha": -4281.70465, "symbols": ["Pt", "Rb", "Rb", "Rb", "S", "O", "O", "O", "O", "S", "O", "O", "O", "O", "C", "C", "O", "C", "O", "O", "C", "H", "H", "H", "H", "H", "H", "H", "H", "C", "C", "O", "C", "O", "O", "C", "H", "H", "H", "H", "H", "H", "H", "H", "C", "C", "O", "C", "O", "O", "C", "H", "H", "H", "H", "H", "H", "H", "H", "C", "C", "O", "C", "O", "O", "C", "H", "H", "H", "H", "H", "H", "H", "H", "C", "C", "O", "C", "O", "O", "C", "H", "H", "H", "H", "H", "H", "H", "H", "C", "C", "O", "S", "O", "O", "O", "H", "H", "H", "H"], "coordinates": [[25.75, -5.57, -19.84], [28.41, -2.94, -18.35], [31.41, -6.19, -20.45], [28.38, -3.84, -22.29], [25.09, -2.84, -19.85], [26.19, -3.53, -20.50], [25.70, -2.14, -18.67], [24.17, -2.07, -20.70], [24.50, -4.07, -19.37], [28.12, -6.71, -20.16], [28.41, -6.50, -21.58], [29.21, -7.47, -19.49], [27.87, -5.39, -19.55], [26.82, -7.34, -19.94], [25.95, -3.38, -14.38], [25.34, -4.01, -15.61], [25.57, -5.39, -15.45], [25.83, -6.18, -16.48], [25.88, -5.88, -17.69], [25.87, -7.42, -16.00], [26.34, -8.43, -16.83], [27.03, -3.43, -14.27], [25.59, -3.81, -13.44], [25.74, -2.31, -14.44], [25.67, -3.68, -16.59], [24.28, -3.79, -15.76], [26.21, -9.39, -16.34], [27.41, -8.19, -16.84], [25.79, -8.43, -17.78], [24.19, -10.47, -19.68], [22.93, -9.76, -20.11], [22.49, -8.77, -19.15], [22.79, -7.50, -19.15], [23.88, -7.04, -19.51], [21.88, -6.85, -18.38], [21.96, -5.50, -18.04], [24.64, -11.04, -20.50], [23.84, -11.20, -18.95], [25.01, -9.79, -19.44], [22.17, -10.51, -20.30], [23.03, -9.25, -21.07], [22.59, -4.91, -18.72], [22.38, -5.34, -17.04], [20.98, -5.03, -18.01], [26.50, -14.24, -15.66], [25.74, -12.92, -16.06], [26.16, -12.69, -17.46], [27.23, -11.78, -17.73], [28.01, -11.39, -16.86], [27.22, -11.33, -19.03], [28.07, -10.34, -19.54], [26.07, -15.06, -16.24], [26.21, -14.53, -14.65], [27.55, -14.20, -15.97], [26.00, -12.08, -15.41], [24.68, -13.11, -15.90], [28.32, -9.60, -18.77], [27.53, -9.95, -20.39], [29.02, -10.83, -19.77], [26.09, -7.59, -25.68], [26.04, -6.74, -24.35], [24.66, -6.39, -24.02], [24.32, -5.85, -22.87], [25.09, -5.74, -21.90], [23.06, -5.40, -22.84], [22.54, -4.73, -21.73], [25.50, -7.14, -26.48], [25.77, -8.62, -25.53], [27.10, -7.74, -26.06], [26.66, -5.84, -24.39], [26.49, -7.31, -23.54], [21.56, -5.13, -21.45], [22.45, -3.65, -21.86], [23.18, -4.85, -20.86], [35.18, -9.27, -13.22], [33.65, -9.15, -13.21], [33.27, -9.30, -14.58], [31.93, -9.17, -14.92], [31.02, -8.92, -14.13], [31.84, -9.32, -16.18], [30.69, -9.20, -16.94], [35.54, -9.31, -12.20], [35.66, -8.40, -13.69], [35.65, -10.13, -13.68], [33.21, -8.21, -12.89], [33.39, -10.03, -12.63], [30.87, -8.32, -17.55], [29.79, -9.26, -16.34], [30.56, -10.07, -17.58], [30.01, -7.15, -24.45], [29.80, -8.47, -23.76], [30.93, -9.25, -24.11], [32.27, -8.31, -24.00], [33.24, -8.61, -25.02], [32.79, -8.23, -22.65], [31.42, -6.92, -24.38], [29.40, -6.37, -24.01], [29.57, -7.17, -25.45], [28.84, -8.87, -24.08], [29.75, -8.22, -22.70]]}

=====

# 3
{"formula": "C22H45B2N3O17P2S", "method": "the ωB97M-V functional and the def2-TZVPD basis", "smiles": "NB(O)[C@@]1(CC(=O)O)OC(=O)O[C@@]1(CCSc1nnco1)CB(O)O.CCOP(=O)(OCC)OCC.CCOP(=O)(OCC)OCC", "mol_weight_g_mol": 739.2, "charge": 0, "homo_ev": -9.3, "orbital_gap_ev": 7.8810, "energy_ha": -3439.30197, "symbols": ["N", "B", "O", "C", "C", "C", "O", "O", "O", "C", "O", "O", "C", "C", "C", "S", "C", "N", "N", "C", "O", "C", "B", "O", "O", "H", "H", "H", "H", "H", "H", "H", "H", "H", "H", "H", "H", "H", "H", "H", "C", "C", "O", "P", "O", "O", "C", "C", "O", "C", "C", "H", "H", "H", "H", "H", "H", "H", "H", "H", "H", "H", "H", "H", "H", "H", "C", "C", "O", "P", "O", "O", "C", "C", "O", "C", "C", "H", "H", "H", "H", "H", "H", "H", "H", "H", "H", "H", "H", "H", "H", "H"], "coordinates": [[1.46, 3.46, -1.50], [1.26, 2.50, -2.58], [2.39, 1.77, -2.99], [-0.22, 2.36, -3.28], [-1.45, 2.16, -2.28], [-0.99, 1.61, -0.89], [-0.50, 0.53, -0.71], [-1.12, 2.45, 0.24], [-0.45, 3.77, -3.68], [-1.47, 3.70, -4.66], [-2.12, 4.58, -5.08], [-1.61, 2.35, -5.06], [-0.32, 1.76, -4.72], [-0.33, 0.20, -4.95], [-0.34, -0.70, -3.67], [-1.98, -1.15, -2.98], [-3.20, -1.27, -4.29], [-3.52, -0.49, -5.34], [-4.57, -1.13, -5.93], [-4.89, -2.24, -5.27], [-4.01, -2.36, -4.21], [0.74, 2.29, -5.79], [0.19, 2.22, -7.31], [0.91, 1.35, -8.20], [-0.88, 2.96, -7.82], [1.89, 3.01, -0.69], [0.59, 3.92, -1.25], [2.19, 0.82, -3.07], [-2.29, 1.57, -2.73], [-1.88, 3.17, -2.06], [-2.06, 2.37, 0.49], [-1.15, -0.02, -5.69], [0.62, -0.04, -5.50], [0.16, -1.67, -3.96], [0.33, -0.28, -2.87], [-5.71, -2.96, -5.47], [0.99, 3.38, -5.62], [1.72, 1.76, -5.69], [1.66, 1.87, -8.55], [-0.59, 3.86, -8.07], [4.67, 2.09, 3.06], [5.17, 0.70, 3.38], [4.60, -0.28, 2.51], [5.18, -0.38, 0.97], [6.61, -0.74, 1.32], [4.73, -1.92, 0.54], [5.71, -2.83, 0.04], [6.23, -3.73, 1.15], [3.73, 0.16, 0.33], [2.47, -0.38, 0.74], [1.80, 0.44, 1.83], [4.69, 2.30, 1.99], [5.27, 2.85, 3.58], [3.63, 2.21, 3.39], [6.26, 0.67, 3.31], [4.91, 0.43, 4.40], [6.52, -2.30, -0.45], [5.23, -3.44, -0.73], [6.40, -3.18, 2.08], [7.17, -4.21, 0.85], [5.51, -4.51, 1.38], [2.55, -1.42, 1.05], [1.83, -0.35, -0.14], [2.21, 0.23, 2.82], [0.74, 0.22, 1.89], [1.93, 1.51, 1.66], [-4.72, 0.97, 5.86], [-3.27, 0.48, 5.86], [-3.16, -0.84, 5.34], [-3.25, -1.04, 3.70], [-2.05, -0.19, 3.34], [-2.50, -2.50, 3.50], [-1.42, -2.62, 2.57], [-0.08, -2.49, 3.28], [-4.71, -1.86, 3.83], [-4.89, -2.92, 4.78], [-5.53, -2.46, 6.07], [-5.21, 0.76, 4.91], [-4.76, 2.04, 6.05], [-5.29, 0.46, 6.64], [-2.64, 1.17, 5.29], [-2.89, 0.47, 6.89], [-1.52, -1.88, 1.77], [-1.49, -3.60, 2.10], [-0.09, -1.70, 4.04], [0.72, -2.28, 2.57], [0.16, -3.41, 3.81], [-3.96, -3.46, 4.98], [-5.57, -3.63, 4.29], [-4.81, -2.00, 6.75], [-5.96, -3.32, 6.61], [-6.32, -1.73, 5.89]]}